No. 1
2 unconnected molecules or ions with the total composition C11H19NOP at a distorted geometry, computed with ωB97M-V with the def2-TZVPD basis set.

Results
E_HOMO = -12.1 eV
Lowest unoccupied orbital energy = -3.333 eV
Orbital gap = 8.768 eV
Calculated total energy = -901.5438 a.u.

ORCA input file:
```
! wB97M-V def2-TZVPD RIJCOSX def2/J DEFGRID3
* xyz 1 1
H -0.5412 3.4136 1.0490
H 0.9855 2.6365 1.0721
H -0.9489 -3.4099 1.2604
H 0.7755 -2.9316 1.1734
H -3.3756 -2.1635 0.1689
C -3.3151 -1.1516 -0.0908
C 4.6754 0.6808 -0.1293
H 5.0580 1.5524 0.3866
H 5.2436 0.5998 -1.0968
H -4.1688 -0.6518 0.5032
H -1.2921 -2.4069 -2.0207
H -3.5443 -0.8617 -1.2001
C 2.6027 -0.3431 -0.1507
C 0.1027 2.6705 0.4756
H 0.3102 3.0507 -0.5591
H -0.5402 -2.0132 2.0907
C -2.8179 2.0449 0.3987
C -0.2244 -2.5418 1.2198
P -0.4565 -1.2807 -0.0776
H 2.8193 1.5912 -0.8358
H -2.4264 2.8570 -0.3818
C -1.8180 0.8887 0.2690
H -3.8461 1.8801 0.3649
C -2.0074 -0.4281 0.0683
H 4.8548 -0.2832 0.4365
C -0.3563 1.2793 0.2922
H 0.2542 -3.0832 -1.6662
C -0.2413 -2.1148 -1.7442
N 3.2289 0.7443 -0.4534
H 0.1692 -1.5047 -2.5051
C 0.4902 0.2330 0.1679
O 2.8132 -1.4835 0.1551
H -2.4627 2.5304 1.3592
*
```


No. 2
A single C11H19P molecule at a distorted geometry, computed with ωB97M-V with the def2-TZVPD basis set.

Results
E_HOMO = -7.9 eV
Lowest unoccupied orbital energy = 0.882 eV
Orbital gap = 8.827 eV
Calculated total energy = -771.7440 a.u.
SMILES = CCCC1=CC=C(C)[C@@H](C)[C@@H]1P

ORCA input file:
```
! wB97M-V def2-TZVPD RIJCOSX def2/J DEFGRID3
* xyz 0 1
H 1.8898 -1.1158 -1.0118
C 3.1101 0.4660 0.1383
P -0.7231 -2.5183 0.0014
C 0.6512 -0.1378 0.1608
H -1.1718 -1.9989 1.0913
C 4.5372 -0.0502 0.1194
C -0.5682 -0.8958 -0.8470
H -2.5266 -0.8905 -1.2902
H 0.7991 1.2697 1.7268
H -2.5447 1.7632 -1.7943
C 1.9859 -0.5921 -0.1287
H -1.9108 -2.9890 -0.3143
H -3.8845 -0.1523 1.5597
H 2.1738 -1.4345 0.6498
H -1.6190 1.3431 2.3228
C -1.2679 0.8195 1.4042
H 5.2758 0.2198 -0.6764
H 5.2207 0.3246 0.9597
H -0.9386 1.5007 -1.5322
C -1.7542 1.0135 -1.7581
C -1.8912 -0.1051 -0.7959
H -3.7317 1.6429 1.3627
C 0.1214 0.6335 1.1332
H 4.7665 -1.1635 0.1545
H 2.8485 0.7289 1.2103
H -1.5282 0.5878 -2.7497
H 2.9191 1.2418 -0.6418
H -4.1775 0.5559 -0.0615
C -3.6409 0.6426 0.8728
C -2.2052 0.4056 0.5861
H -0.2149 -1.1152 -1.8518
*
```


No. 3
A molecular structure, C11H20Al2Br3F9NNaO8P2 at a distorted geometry, computed with ωB97M-V with the def2-TZVPD basis set.

Results
E_HOMO = -6.6 eV
Lowest unoccupied orbital energy = -5.408 eV
Orbital gap = 1.198 eV
Calculated total energy = -11037.9972 a.u.

ORCA input file:
```
! wB97M-V def2-TZVPD RIJCOSX def2/J DEFGRID3
* xyz 0 1
H -1.4751 -2.5248 0.8161
N -1.5563 -1.8122 0.0899
H 5.7814 -0.5821 0.1984
H -3.7276 -1.7239 -2.7345
H 1.2589 0.4160 -0.8526
C -0.6227 -2.2561 -0.9795
O -5.0745 4.2399 -1.1750
C 1.8069 -2.4705 -1.5422
O 6.5236 -3.7824 -1.0819
H -3.4272 0.4768 -3.4098
F -3.4622 4.5899 3.1954
O 4.7351 -2.5974 0.1829
H -0.6404 -1.6189 -1.8513
F -5.6497 4.8875 3.5108
C 0.7831 -2.5135 -0.4294
Na 5.3005 -0.4943 -4.4176
F -3.8847 2.8819 2.0120
C 0.6392 1.0228 -0.1949
H -5.1090 0.1505 -2.8866
C -1.2850 -0.4899 0.7578
H -1.3835 1.5208 0.1854
F 6.2137 1.9092 1.9886
F 0.7368 -3.8191 0.0387
H -2.5381 -1.8422 -0.2197
F -4.7695 1.9139 3.8033
P -4.7291 3.5298 3.3274
H 1.7452 -3.3703 -2.1433
H 2.8030 -2.3222 -1.1349
Al -4.7549 0.5131 -0.2897
C -5.0247 3.0541 -1.5396
O 5.4799 -4.8804 0.9155
H -2.2344 -0.1799 1.1674
F 8.4952 2.5718 0.8855
H -0.9759 -3.2291 -1.3083
O 7.0123 -3.0292 1.1949
C 5.4516 0.3693 -0.2138
F -4.4782 3.6747 4.9607
O -5.6873 2.1855 -0.7498
H -1.1654 0.4815 -1.1823
C 1.5953 0.8941 2.2355
Br 6.9519 1.5966 -0.2121
H 1.5869 -1.6273 -2.1969
H 1.7597 0.7044 3.2587
H -3.9684 1.0308 -1.8210
C -4.0671 0.2159 -2.5724
Al 2.8544 -1.0405 3.2183
Br 4.9192 0.0305 -2.0801
C -0.8442 0.6413 -0.1576
H -0.6390 -0.6781 1.6069
H 0.6769 2.0293 -0.6150
O -4.3981 2.6738 -2.5705
C 1.2482 1.1211 1.1114
H 1.0287 -1.8062 0.3616
P 5.9051 -3.5559 0.2941
Br 3.9588 0.8866 0.8457
F -6.0532 3.1067 2.4284
O -3.6262 -1.0734 -2.0290
*
```


No. 4
A molecular structure, C11H20Cl2ErO at a distorted geometry, computed with ωB97M-V with the def2-TZVPD basis set.

Results
E_HOMO (alpha / beta) = -1.2 / -1.2 eV
Lowest unoccupied orbital energy (alpha / beta) = 2.601 / 2.602 eV
Orbital gap (alpha / beta) = 3.762 / 3.791 eV
Calculated total energy = -2441.8124 a.u.

ORCA input file:
```
! wB97M-V def2-TZVPD RIJCOSX def2/J DEFGRID3
* xyz -1 4
C -2.7113 0.9061 -1.7906
C 0.8803 -1.2818 2.4215
O 0.7824 -0.1853 1.4327
C -1.4175 1.3718 -1.1865
C -2.5492 -0.2950 -2.7362
H -2.5469 -1.2062 -2.1266
H 0.1831 -1.0651 -2.1446
H 0.8725 0.1200 -3.2390
H 4.0200 -2.0778 0.7990
H -3.4419 0.6508 -1.0127
C -0.0239 -0.0892 -2.6338
H -3.4089 -0.3549 -3.4095
H -1.1809 0.8667 3.7629
C 0.0464 0.9630 1.9818
H -0.5632 -1.3682 4.0256
H -1.5295 2.1031 -0.3732
H -3.1674 1.7380 -2.3476
H 4.4867 -0.3444 1.2146
H -1.2728 0.5510 -4.2750
C 0.2950 -0.7542 3.7381
H 1.9404 -1.5692 2.4775
H 0.2942 -2.1211 2.0222
H 0.6353 1.8672 1.7646
H -0.9155 1.0134 1.4553
C 3.7801 -1.0073 0.6711
H 0.4849 1.4038 4.0434
Cl 3.1534 2.0278 -0.6543
Er 2.0797 -0.2098 -0.3123
H 1.0418 -0.8096 4.5345
C -1.2534 -0.2702 -3.5494
C -0.1380 0.7053 3.4779
C -0.2400 0.9837 -1.5876
H 0.6753 1.5419 -1.2919
Cl 1.8684 -2.6078 -1.0237
H -1.1595 -1.1961 -4.1284
*
```


Question: calculated total energy of number 3 (C11H20Al2Br3F9NNaO8P2)?
Answer: -11037.9972 a.u.


Question: What is the calculated total energy in the second record?
Answer: -771.7440 a.u.


Question: Which of these has the lowest calculated total energy?
Answer: C11H20Al2Br3F9NNaO8P2


Question: What is the formula in the second record?
Answer: C11H19P